Density functional theory data (ωB97M-V/def2-TZVPD) for a 2-piece molecular cluster, C3H9N4O overall.

The geometry in XYZ format:
```
17
Properties=species:S:1:pos:R:3:forces:R:3:nbo_charge:R:1
C -2.44428 0.52322 -0.25520 1.116 -1.178 -0.130 0.925
C 1.21980 0.84062 0.87872 2.695 0.780 0.602 -0.686
C 0.74159 1.25418 -0.49902 0.279 0.423 -0.093 -0.295
N -1.39226 -1.40992 0.57545 0.700 -0.512 0.696 -0.560
N -2.50184 -0.65694 0.13149 -0.075 -3.151 0.610 -0.466
N -0.08201 0.25569 -1.17341 -0.729 -1.203 -1.159 -0.197
N 0.08820 -0.98552 -0.88020 1.947 3.272 1.766 -0.300
O -2.64836 1.59344 -0.47941 -0.616 3.780 -0.661 -0.306
H 2.03306 0.00738 0.77410 -1.836 0.970 0.892 0.215
H 1.79130 1.66849 1.45612 -0.697 -1.070 -1.507 0.274
H 0.33132 0.76771 1.51876 0.425 -1.204 -0.048 0.242
H 0.07524 2.10023 -0.32128 0.160 0.247 -0.619 0.226
H 1.52115 1.52890 -1.29898 -0.928 -0.218 1.391 0.255
H -1.54423 -2.44562 0.60252 -1.037 1.238 -0.336 0.373
H -3.47732 -0.98343 0.10796 0.404 -0.489 -0.060 0.467
H 0.89663 -1.14484 -0.22972 -1.034 -0.560 -0.453 0.414
H -0.06207 -1.63056 -1.60684 -0.771 -1.124 -0.891 0.419
```
Forces are in eV/Å.

As for the charge: +1. As for the energy above the lowest of the compared OMol25 structures with the same formula, charge and spin: 158.2 kcal/mol. Its multiplicity is 1. For the HOMO energy (spin up / spin down), the calculation gives -0.4802 / -0.4627 Eh.

Density functional theory data (ωB97M-V/def2-TZVPD) for a 2-piece molecular cluster, C3H9N4O2 overall.

The geometry in XYZ format:
```
18
Properties=species:S:1:pos:R:3:forces:R:3:nbo_charge:R:1
C -2.28074 -0.67131 0.66412 -1.274 -0.526 -0.647 -0.657
C -1.19962 -1.41640 -1.43308 -1.466 -1.547 -0.045 -0.439
C 0.10269 -0.53143 0.28076 -0.040 -0.456 -0.211 0.162
N 1.13791 -0.53222 -0.62017 -2.014 -0.656 0.480 -0.444
N 1.06097 2.73048 1.22834 1.461 3.030 -0.882 -1.085
N -1.11907 -0.85946 -0.09150 1.054 1.702 0.120 -0.276
N 2.31505 -0.20941 -0.23016 0.823 1.186 1.226 0.583
O 2.60975 0.33428 0.89834 -0.885 -0.904 -0.610 -0.596
O 3.18786 -0.34993 -1.06959 1.612 -0.241 -0.960 -0.501
H -3.17382 -0.82759 0.01822 0.633 -0.052 1.052 0.163
H -2.34348 -0.64832 1.78357 0.553 -0.029 -1.506 0.194
H 1.57097 3.64806 0.82683 -1.906 -2.627 1.029 0.329
H -1.89051 -2.25743 -1.18584 0.759 -0.073 -0.905 0.197
H -1.70271 -0.88816 -2.25280 0.100 0.746 0.651 0.194
H -0.19308 -1.68277 -1.77420 -0.513 -0.166 0.209 0.254
H 0.14671 -0.44131 1.33365 0.807 0.785 0.953 0.185
H 1.61173 1.98311 0.83883 0.514 -0.618 0.233 0.390
H 0.15938 2.61982 0.78468 -0.220 0.444 -0.188 0.348
```
Forces are in eV/Å.

As for the charge: -1. As for the energy above the lowest of the compared OMol25 structures with the same formula, charge and spin: 39.5 kcal/mol. Its multiplicity is 1. For the HOMO energy (spin up / spin down), the calculation gives -0.0802 / -0.0788 Eh.

Density functional theory data (ωB97M-V/def2-TZVPD) for one molecule with the formula C3H9N5.

The geometry in XYZ format:
```
17
Properties=species:S:1:pos:R:3:forces:R:3:nbo_charge:R:1
C -0.62273 -0.94618 1.02310 1.664 -2.503 1.553 -0.732
C -0.47566 0.09826 -0.09628 1.876 6.702 0.822 0.117
C 0.80806 1.06737 -0.03126 -0.672 3.211 4.258 0.395
H -1.15952 -2.04711 0.61083 1.867 3.211 1.375 0.229
H 0.60003 -1.07272 1.29790 -3.787 -0.450 -0.538 0.256
H -1.11377 -0.67906 2.17958 0.935 -0.182 -3.956 0.274
H -3.02998 0.43779 -1.33929 0.122 -0.331 2.723 0.340
H -2.42275 -0.63844 -0.43235 1.286 -8.349 0.084 0.319
H -0.20325 2.62516 0.34711 -2.401 0.527 0.068 0.344
H 2.80046 0.83398 -0.58001 -0.623 0.057 0.934 0.383
H 2.13013 -1.74730 -0.23742 -0.647 2.192 0.429 0.351
H 2.11100 -0.98396 -1.55558 0.155 0.833 -1.417 0.350
N -1.37097 0.94284 -0.60117 1.836 -5.244 1.616 -0.207
N -2.52874 0.24034 -0.37843 -5.831 9.532 -4.041 -0.613
N 0.71183 2.34408 0.49770 3.405 -5.591 -2.927 -0.667
N 2.04505 0.36845 -0.04983 -0.408 0.757 -1.007 -0.468
N 1.72080 -0.84349 -0.65459 1.224 -4.373 0.024 -0.669
```
Forces are in eV/Å.

As for the charge: 0. As for the energy above the lowest of the compared OMol25 structures with the same formula, charge and spin: 172.8 kcal/mol. Its multiplicity is 1. For the HOMO energy, the calculation gives -0.3082 Eh.

Density functional theory data (ωB97M-V/def2-TZVPD) for C3H9N5 as an isolated structure.

The geometry in XYZ format:
```
17
Properties=species:S:1:pos:R:3:forces:R:3:nbo_charge:R:1
C 1.76670 0.03874 1.36633 0.053 -0.043 0.009 -0.674
N -0.03968 0.10730 -0.96939 -1.024 0.210 -1.025 -0.156
C -0.57053 0.40896 0.28325 -0.523 -0.076 0.185 0.363
C 0.27136 0.01401 1.48185 0.184 0.139 0.165 0.255
N 0.64412 -1.13008 -1.19545 -0.736 -0.561 -0.880 -0.785
N -1.06143 -0.01649 -2.04659 -0.080 0.852 0.622 -0.663
N -1.66314 1.02544 0.52015 0.096 -0.279 0.000 -0.683
N -0.27041 -0.26078 2.59166 0.016 -0.061 -0.107 -0.569
H 1.49635 -0.86276 -1.69190 -0.036 -0.015 0.089 0.325
H -0.39719 -1.09651 -2.21497 1.652 -0.302 0.971 0.425
H -1.04939 0.80158 -2.65638 0.018 -0.198 -0.040 0.401
H -2.01815 -0.17760 -1.71066 0.193 0.141 0.231 0.385
H -2.22881 1.23760 -0.29902 0.207 0.078 -0.031 0.323
H -1.28837 -0.20976 2.53012 0.030 0.070 -0.136 0.351
H 2.19463 0.03093 2.36701 -0.044 0.034 -0.026 0.235
H 2.11182 -0.83671 0.81859 -0.011 0.028 -0.022 0.253
H 2.10213 0.92613 0.82539 0.004 -0.017 -0.005 0.215
```
Forces are in eV/Å.

As for the charge: 0. As for the energy above the lowest of the compared OMol25 structures with the same formula, charge and spin: 117.1 kcal/mol. Its multiplicity is 1. For the HOMO energy, the calculation gives -0.3255 Eh.